Run P
A cluster of 2 separate species, C11H15N in total. Source: OMol25; level of theory: ωB97M-V with the def2-TZVPD basis set.

Gap between HOMO and LUMO ... 0.3183 Eh
Charge ... 0
SMILES string ... Cc1c[nH]c2ccccc12.CC
2S+1 ... 1

Last column: natural (NBO) charge in e.
Element x y z (Å)
C (3.2219, 2.1170, 0.0652)  -0.635
C (1.8840, 1.4772, 0.3072)  -0.084
C (0.7654, 2.0366, 0.8495)  -0.033
N (-0.1553, 1.0698, 1.1796)  -0.526
C (0.2341, -0.1083, 0.6238)  0.148
C (-0.4145, -1.3427, 0.6090)  -0.254
C (0.3022, -2.4852, 0.2670)  -0.212
C (1.6546, -2.3543, -0.0477)  -0.247
C (2.2258, -1.0993, -0.2507)  -0.195
C (1.6054, 0.0522, 0.1933)  -0.087
H (3.6885, 2.5229, 0.9577)  0.221
H (3.0799, 2.8144, -0.7653)  0.222
H (3.9340, 1.3931, -0.3365)  0.216
H (0.6104, 3.0714, 1.1169)  0.208
H (-1.0714, 1.3015, 1.5252)  0.409
H (-1.4704, -1.3027, 0.8317)  0.212
H (-0.0420, -3.5075, 0.3044)  0.217
H (2.3693, -3.1036, -0.3672)  0.214
H (3.2530, -1.0546, -0.6049)  0.203
C (-3.1336, 0.4560, -0.4077)  -0.613
C (-3.2125, -0.8035, -1.2391)  -0.623
H (-4.1500, 0.7741, -0.1359)  0.206
H (-2.8195, 0.3022, 0.6291)  0.185
H (-2.6339, 1.3090, -0.8429)  0.215
H (-2.2664, -1.2623, -1.5452)  0.217
H (-3.7631, -0.6183, -2.1605)  0.208
H (-3.6960, -1.6551, -0.7561)  0.207

---

Run Q
A cluster of 2 separate species, C11H15N in total. Source: OMol25; level of theory: ωB97M-V with the def2-TZVPD basis set.

Gap between HOMO and LUMO ... 0.3297 Eh
Charge ... 0
SMILES string ... Cc1c[nH]c2ccccc12.CC
2S+1 ... 1

Last column: natural (NBO) charge in e.
Element x y z (Å)
C (-1.5562, 1.8481, -1.6204)  -0.633
C (-0.5176, 1.0640, -0.8953)  -0.066
C (0.5773, 0.5044, -1.4414)  -0.035
N (1.3650, -0.1602, -0.4693)  -0.573
C (0.8158, 0.2371, 0.7602)  0.215
C (1.3483, 0.1000, 2.0270)  -0.263
C (0.6083, 0.6566, 3.0726)  -0.209
C (-0.6959, 1.0884, 2.8688)  -0.230
C (-1.2091, 1.2986, 1.5918)  -0.189
C (-0.3976, 0.9045, 0.5325)  -0.121
H (-1.7324, 1.5513, -2.6522)  0.222
H (-1.4184, 2.9327, -1.6756)  0.220
H (-2.4570, 1.7467, -1.0017)  0.214
H (0.8247, 0.4064, -2.4881)  0.207
H (2.3570, 0.0181, -0.5657)  0.393
H (2.2611, -0.3830, 2.3110)  0.218
H (1.0649, 0.7317, 4.0515)  0.211
H (-1.2843, 1.4633, 3.6835)  0.208
H (-2.1927, 1.7113, 1.5132)  0.214
C (-0.6426, -2.8092, -2.6980)  -0.612
C (0.5328, -3.1920, -1.7604)  -0.624
H (-0.5784, -1.7627, -2.9796)  0.202
H (-0.6900, -3.4525, -3.5748)  0.204
H (-1.5307, -2.9532, -2.1296)  0.206
H (0.1711, -3.4329, -0.7614)  0.203
H (1.2416, -3.9714, -2.0351)  0.203
H (1.1315, -2.2881, -1.6298)  0.214

---

Tell me which of them is the least stable. Sure, it is run P.

---

Run P
An isolated molecule of C11H15N. Source: OMol25; level of theory: ωB97M-V with the def2-TZVPD basis set.

Gap between HOMO and LUMO ... 0.3345 Eh
Charge ... 0
SMILES string ... CCN1CCc2ccccc2C1
2S+1 ... 1

Last column: natural (NBO) charge in e.
Element x y z (Å)
C (1.8061, -0.5726, 1.9186)  -0.647
C (2.5321, -0.5209, 0.5666)  -0.231
N (1.8972, -0.2450, -0.7597)  -0.462
C (1.6256, 1.2673, -1.0412)  -0.196
C (0.4014, 1.6881, -0.2230)  -0.479
C (-0.6826, 0.6792, -0.0446)  -0.020
C (-1.8690, 1.2406, 0.5671)  -0.214
C (-2.9159, 0.4506, 0.6615)  -0.203
C (-2.8693, -0.8290, -0.1044)  -0.222
C (-1.6891, -1.3758, -0.4948)  -0.207
C (-0.4700, -0.6311, -0.3656)  -0.044
C (0.7758, -1.1044, -1.0582)  -0.236
H (1.2138, 0.3446, 2.1933)  0.216
H (1.1925, -1.6069, 1.9851)  0.210
H (2.7235, -0.7222, 2.6616)  0.218
H (2.9608, -1.6158, 0.4346)  0.189
H (3.4911, 0.1320, 0.7344)  0.200
H (2.4169, 1.9240, -0.7166)  0.200
H (1.4971, 1.2857, -2.1634)  0.193
H (-0.0970, 2.3722, -0.9201)  0.225
H (1.0238, 2.1200, 0.5956)  0.225
H (-1.7159, 2.2997, 0.7709)  0.220
H (-3.9899, 0.7896, 0.9724)  0.218
H (-3.7672, -1.5633, 0.0493)  0.214
H (-1.6207, -2.4441, -0.8492)  0.211
H (0.4635, -1.2359, -2.1004)  0.213
H (1.0570, -2.1167, -0.6210)  0.207

---

Run Q
A cluster of 2 separate species, C11H15N in total. Source: OMol25; level of theory: ωB97M-V with the def2-TZVPD basis set.

Gap between HOMO and LUMO ... 0.3259 Eh
Charge ... 0
SMILES string ... Cc1c[nH]c2ccccc12.CC
2S+1 ... 1

Last column: natural (NBO) charge in e.
Element x y z (Å)
C (-3.2342, -1.8086, 0.5115)  -0.654
C (-1.9127, -1.3951, 1.0616)  -0.058
C (-1.3332, -1.7320, 2.2915)  -0.042
N (-0.2478, -0.8058, 2.4919)  -0.556
C (-0.0721, 0.0684, 1.4145)  0.145
C (0.7222, 1.2034, 1.1225)  -0.243
C (0.5266, 1.8510, -0.0833)  -0.208
C (-0.4623, 1.5132, -0.9481)  -0.234
C (-1.3045, 0.4512, -0.7035)  -0.193
C (-1.1127, -0.2687, 0.4889)  -0.088
H (-3.7875, -2.1679, 1.3249)  0.232
H (-3.1948, -2.2454, -0.4559)  0.228
H (-4.0346, -0.9176, 0.4617)  0.208
H (-1.6532, -2.3054, 3.0746)  0.206
H (0.4908, -1.1902, 3.1863)  0.410
H (1.4103, 1.6596, 1.7803)  0.214
H (1.2055, 2.7772, -0.1994)  0.214
H (-0.6066, 2.0105, -1.8427)  0.207
H (-2.1907, 0.3139, -1.2824)  0.214
C (3.5942, 0.6301, -2.2444)  -0.611
C (3.4041, 0.2783, -3.7733)  -0.612
H (4.6843, 0.7164, -1.8888)  0.208
H (3.1558, 1.5965, -2.1887)  0.201
H (2.9960, -0.0515, -1.6428)  0.212
H (2.4542, 0.0105, -4.2448)  0.216
H (4.1238, -0.5130, -3.9087)  0.200
H (3.7877, 1.2004, -4.4445)  0.188

---

Tell me which of them is the least stable. Sure, it is run P.

---

Run P
A cluster of 2 separate species, C11H15N in total. Source: OMol25; level of theory: ωB97M-V with the def2-TZVPD basis set.

Gap between HOMO and LUMO ... 0.3232 Eh
Charge ... 0
SMILES string ... Cc1c[nH]c2ccccc12.CC
2S+1 ... 1

Last column: natural (NBO) charge in e.
Element x y z (Å)
C (2.7037, 1.3175, -0.2971)  -0.631
C (1.5592, 0.6887, 0.4337)  -0.082
C (1.4978, 0.1156, 1.6630)  -0.031
N (0.1871, -0.1526, 1.9945)  -0.553
C (-0.6432, 0.3160, 0.9993)  0.199
C (-2.0287, 0.2512, 0.8890)  -0.267
C (-2.5448, 0.8187, -0.2626)  -0.211
C (-1.7318, 1.2930, -1.3059)  -0.241
C (-0.3537, 1.2083, -1.2352)  -0.186
C (0.1883, 0.8200, -0.0062)  -0.120
H (3.2806, 1.9425, 0.3832)  0.220
H (2.3408, 1.9703, -1.0843)  0.218
H (3.3647, 0.6032, -0.7841)  0.216
H (2.3075, -0.1701, 2.3214)  0.212
H (-0.1344, -0.3395, 2.9315)  0.408
H (-2.6912, -0.2164, 1.6032)  0.217
H (-3.6136, 0.8017, -0.4413)  0.209
H (-2.2506, 1.6947, -2.1676)  0.211
H (0.2927, 1.3102, -2.0936)  0.214
C (0.6354, -2.4522, -0.4699)  -0.609
C (-0.2409, -2.7864, -1.6774)  -0.611
H (0.1492, -1.9571, 0.3649)  0.209
H (1.1234, -3.3364, -0.0665)  0.196
H (1.4745, -1.8098, -0.7496)  0.200
H (0.1528, -3.6318, -2.2367)  0.203
H (-0.4171, -1.9034, -2.2835)  0.208
H (-1.2126, -3.0981, -1.2963)  0.200

---

Run Q
A cluster of 2 separate species, C11H15N in total. Source: OMol25; level of theory: ωB97M-V with the def2-TZVPD basis set.

Gap between HOMO and LUMO ... 0.3160 Eh
Charge ... 0
SMILES string ... Cc1c[nH]c2ccccc12.CC
2S+1 ... 1

Last column: natural (NBO) charge in e.
Element x y z (Å)
C (1.3524, 1.3864, -2.6075)  -0.626
C (1.4127, 0.2333, -1.6587)  -0.087
C (1.6270, -1.1470, -1.8722)  -0.022
N (1.6255, -1.9283, -0.6787)  -0.546
C (1.3616, -1.0478, 0.3591)  0.154
C (1.2046, -1.4076, 1.7078)  -0.255
C (0.9534, -0.2273, 2.5074)  -0.223
C (0.8661, 1.0342, 2.0802)  -0.252
C (0.8822, 1.3713, 0.6998)  -0.211
C (1.1659, 0.2867, -0.2227)  -0.093
H (0.1495, 1.6638, -2.6236)  0.214
H (1.7190, 1.0783, -3.5785)  0.228
H (1.8384, 2.3078, -2.1817)  0.228
H (1.7358, -1.7561, -2.7321)  0.203
H (1.5401, -2.8909, -0.5703)  0.407
H (1.1479, -2.4778, 2.0621)  0.226
H (1.0978, -0.4920, 3.5778)  0.207
H (0.7754, 1.7693, 2.9432)  0.221
H (0.8048, 2.4967, 0.5295)  0.228
C (-2.9531, -0.6351, -0.2324)  -0.612
C (-2.8417, 0.6177, 0.7755)  -0.613
H (-2.4168, -0.2865, -1.1203)  0.208
H (-2.5484, -1.5527, 0.3535)  0.206
H (-4.0911, -0.9033, -0.4584)  0.194
H (-3.2284, 1.5449, 0.2967)  0.200
H (-1.7529, 0.5867, 1.0103)  0.220
H (-3.4276, 0.3750, 1.6340)  0.197

---

Run R
A cluster of 2 separate species, C11H15N in total. Source: OMol25; level of theory: ωB97M-V with the def2-TZVPD basis set.

Gap between HOMO and LUMO ... 0.3194 Eh
Charge ... 0
SMILES string ... Cc1c[nH]c2ccccc12.CC
2S+1 ... 1

Last column: natural (NBO) charge in e.
Element x y z (Å)
C (-2.7592, 1.4890, 0.5381)  -0.626
C (-1.7170, 0.5315, -0.0282)  -0.083
C (-0.5088, 0.9194, -0.5105)  -0.023
N (0.3233, -0.1841, -0.7566)  -0.547
C (-0.4370, -1.3352, -0.4471)  0.146
C (-0.0914, -2.6735, -0.4937)  -0.244
C (-1.0577, -3.6236, -0.1732)  -0.216
C (-2.3744, -3.1988, 0.0892)  -0.238
C (-2.6603, -1.8561, 0.2432)  -0.193
C (-1.6754, -0.8787, 0.0387)  -0.103
H (-3.3644, 0.8322, 1.1734)  0.217
H (-3.3076, 2.0162, -0.2399)  0.221
H (-2.2153, 2.2021, 1.1697)  0.220
H (-0.1338, 1.8883, -0.8025)  0.208
H (1.2310, -0.2884, -1.1751)  0.416
H (0.9741, -2.9100, -0.4479)  0.211
H (-0.7762, -4.6627, -0.2229)  0.214
H (-3.1628, -3.9437, 0.1704)  0.213
H (-3.5127, -1.5137, 0.8244)  0.207
C (3.2528, 1.3609, 0.0070)  -0.625
C (3.5725, 2.8736, 0.2085)  -0.605
H (3.0626, 1.2039, -1.0499)  0.197
H (4.0939, 0.9032, 0.5339)  0.216
H (2.3182, 1.0557, 0.4924)  0.211
H (3.2322, 3.2393, 1.1842)  0.203
H (3.0547, 3.4787, -0.5218)  0.199
H (4.6389, 3.0743, 0.1961)  0.203

---

Tell me which of them is the least stable. Sure, it is run Q.